Entry from the Open Molecules 2025 dataset: a molecular structure, C39H49Br3InN3O6P2 (the ωB97M-V functional and the def2-TZVPD basis).

```
103
Properties=species:S:1:pos:R:3:forces:R:3
In -0.418491 -0.041972 -0.299242 -0.31 0.23 -0.69
C -0.642475 -6.092225 0.137625 -0.03 -0.03 -0.10
C -0.276546 -4.769726 0.738906 0.04 0.13 0.09
C 0.292211 -4.653857 2.005767 -0.02 0.04 -0.13
C 0.593328 -3.405428 2.530139 0.04 0.07 0.11
C 0.305007 -2.310548 1.745020 -0.04 -0.17 0.08
Br 0.623161 -0.534159 2.342208 0.00 -0.05 0.11
N -0.228815 -2.383924 0.540815 0.02 0.60 0.01
C -0.513906 -3.587277 0.044374 0.07 -0.24 -0.06
H -0.435987 -6.911399 0.822175 0.00 0.00 0.01
H -0.086357 -6.268483 -0.784129 0.02 0.00 0.02
H -1.702613 -6.116511 -0.117541 0.00 -0.03 0.02
H 0.499116 -5.543278 2.587496 -0.01 0.00 0.01
H 1.023235 -3.288359 3.514800 -0.01 -0.02 -0.01
H -0.955197 -3.606137 -0.946736 0.00 0.02 0.02
C 4.942351 -1.260891 2.392040 -0.15 -0.06 -0.11
C 4.318783 -2.410111 1.618228 0.33 -0.10 0.16
C 5.345092 -3.218371 0.848840 -0.17 0.03 -0.02
O 3.225224 -1.947312 0.769007 0.02 0.21 -0.17
P 3.169187 -1.093958 -0.547818 0.34 -0.54 0.13
O 1.750333 -1.023501 -0.981098 -0.26 0.16 0.01
C 3.821628 0.573949 -0.204814 -0.51 -0.02 -0.13
P 2.600245 1.776082 -0.773525 0.50 0.07 -0.25
O 1.297885 1.562724 -0.070765 -0.43 -0.33 -0.02
O 2.628292 1.579783 -2.320785 -0.06 0.19 0.34
C 2.175069 2.507607 -3.372149 -0.04 0.34 -0.37
C 3.363465 3.311695 -3.864006 -0.03 -0.23 0.12
C 1.035886 3.402882 -2.919328 0.20 -0.16 0.16
O 3.154096 3.228447 -0.524085 -0.01 -0.30 -0.05
C 3.152440 3.833248 0.811087 0.08 0.27 0.30
C 4.573034 3.845112 1.343741 -0.11 -0.12 -0.18
C 2.575869 5.227535 0.673652 0.00 -0.16 -0.10
O 4.161425 -1.820778 -1.513029 -0.23 0.18 0.28
C 4.491348 -1.614654 -2.923559 0.10 0.12 -0.47
C 5.355081 -0.379781 -3.104823 -0.06 -0.11 0.22
C 3.245747 -1.590619 -3.784715 0.02 -0.02 0.24
H 5.527296 -1.660920 3.219219 0.03 0.00 -0.02
H 4.170793 -0.611293 2.809666 0.04 0.01 0.03
H 5.616080 -0.680857 1.758625 0.00 0.04 0.03
H 3.798496 -3.068401 2.315913 -0.03 0.03 -0.03
H 5.937073 -2.582462 0.191436 0.02 -0.04 0.01
H 4.858207 -3.987536 0.250727 0.05 -0.02 -0.01
H 6.013712 -3.701688 1.560561 0.02 0.01 0.00
H 4.786073 0.740797 -0.680853 0.00 0.00 0.02
H 3.921465 0.694051 0.874167 0.00 0.01 0.02
H 1.826836 1.833385 -4.154855 -0.01 -0.04 0.07
H 3.751175 3.936169 -3.059574 0.02 0.05 -0.02
H 3.042608 3.952164 -4.684924 0.03 0.01 -0.01
H 4.159344 2.660590 -4.224851 0.00 0.02 -0.01
H 1.404014 4.153464 -2.216252 -0.08 0.01 -0.03
H 0.243554 2.818566 -2.457668 -0.16 -0.05 -0.01
H 0.624095 3.916664 -3.786605 0.00 -0.01 -0.01
H 2.506781 3.228896 1.454612 -0.01 -0.03 -0.05
H 5.215792 4.418971 0.676216 0.01 0.02 0.03
H 4.975829 2.834425 1.424102 0.02 0.02 0.04
H 4.591383 4.302604 2.331977 0.02 0.01 0.00
H 3.213707 5.835051 0.031294 -0.01 0.02 0.00
H 2.515601 5.699730 1.653359 0.00 0.02 0.00
H 1.576124 5.190637 0.238432 0.00 0.03 0.02
H 5.079557 -2.502144 -3.154564 -0.01 0.00 0.07
H 4.762898 0.528357 -2.980931 0.06 0.00 -0.06
H 5.774875 -0.386102 -4.109621 -0.02 0.03 -0.02
H 6.184747 -0.377309 -2.395962 0.02 0.01 -0.04
H 2.627976 -0.725521 -3.541063 -0.04 0.00 -0.05
H 2.658387 -2.491914 -3.626567 -0.07 -0.03 -0.05
H 3.532802 -1.538889 -4.834493 0.02 -0.01 0.00
Br -3.572621 5.959711 2.008866 0.09 -0.22 -0.06
C -2.724374 4.372584 1.463751 0.00 0.13 0.00
C -1.502455 4.418225 0.811787 -0.14 -0.03 0.07
C -0.928727 3.217629 0.441796 0.02 0.24 -0.04
N -1.490196 2.028642 0.666793 0.35 -0.35 -0.09
C -2.673904 1.984299 1.288914 0.05 0.26 -0.01
C -3.316435 3.143808 1.705394 -0.05 0.02 0.04
C -3.278264 0.644643 1.487760 -0.13 -0.19 0.06
C -4.480518 0.479831 2.163746 -0.03 0.03 0.01
C -5.015628 -0.791256 2.294338 -0.09 -0.03 0.05
Br -6.642727 -1.040024 3.201396 0.20 0.03 -0.10
C -4.342645 -1.867966 1.740831 -0.08 0.08 0.04
C -3.152408 -1.609099 1.090140 -0.07 -0.14 -0.05
N -2.618095 -0.395732 0.969378 0.38 -0.05 -0.12
H -1.019965 5.360829 0.598178 0.04 -0.03 -0.01
H 0.029706 3.198525 -0.053805 -0.09 0.03 0.00
H -4.270458 3.118045 2.206889 -0.01 -0.05 -0.01
H -5.010788 1.314416 2.593113 0.01 0.02 -0.01
H -4.734076 -2.871781 1.815423 0.02 -0.01 -0.04
H -2.606102 -2.421765 0.633890 -0.07 0.03 0.03
C -0.929832 -2.796907 -5.375405 -0.03 0.01 -0.06
C -0.277737 -3.004599 -4.144340 0.06 -0.01 0.11
C -0.377151 -2.084658 -3.137995 0.06 0.05 -0.03
C -1.149762 -0.911655 -3.299260 -0.49 0.18 -0.63
C -1.356085 0.061980 -2.294702 0.76 -0.02 1.53
C -2.166864 1.146865 -2.477766 0.00 -0.09 -0.31
C -2.803467 1.346202 -3.723017 -0.06 0.09 0.03
C -2.622669 0.443197 -4.728699 -0.09 0.10 -0.03
C -1.817551 -0.704534 -4.545980 0.25 -0.20 0.29
C -1.674741 -1.670560 -5.569600 -0.05 -0.01 -0.11
H -0.832429 -3.534462 -6.160707 -0.03 0.02 -0.01
H 0.312776 -3.902491 -4.008272 0.02 0.01 0.03
H 0.162266 -2.220987 -2.210683 0.08 -0.01 -0.01
H -2.328182 1.863722 -1.682271 -0.02 0.03 -0.05
H -3.432616 2.215894 -3.862643 -0.02 -0.03 -0.06
H -3.112426 0.581942 -5.684994 0.00 0.01 0.01
H -2.184271 -1.502894 -6.511078 0.02 -0.02 0.00
```
Positions in Å, forces in eV/Å.

The largest force on an atom is 0.0331 hartree/bohr. As for the frontier orbital gap: 7.24 eV. The charge is +2. For the HOMO energy, the calculation gives -12.43 eV.